Record 1
# C27H50ClO27P2

8 unconnected molecules or ions with the total composition C27H50ClO27P2 in a non-equilibrium geometry (the ωB97M-V functional and the def2-TZVPD basis, the OMol25 dataset).

Energy above the lowest of the compared OMol25 structures with the same formula, charge and spin   0.00 kJ/mol
2S+1   1
Charge   -1
Orbital gap   10.1 eV
Molecular weight   904.071 g/mol

Geometry as XYZ:
```
107
Properties=species:S:1:pos:R:3:forces:R:3:lowdin_charge:R:1
Cl -0.1567 -0.7134 0.0508 -1.32 0.52 -0.61 0.6360
P 3.6241 -1.4699 5.5714 0.26 -0.17 -0.01 0.3458
P -2.5433 5.0517 -3.7381 0.21 -0.76 0.30 0.3674
O -5.1901 0.0899 2.4031 0.38 -0.12 0.08 0.0556
O 2.2791 -0.6405 5.6416 -0.28 -0.18 -0.12 -0.1770
O 1.3429 4.0774 -0.2331 0.01 0.61 -0.42 0.0626
O -2.9873 3.6661 -3.0777 -0.01 0.78 0.17 -0.1948
O -2.2681 -0.7488 -4.5503 -0.04 -0.20 -0.28 0.0570
O 1.8081 -6.2481 -1.1438 -0.27 0.09 -0.16 0.0567
O 0.2277 0.3835 -0.8110 0.59 -0.25 -0.44 -0.3764
O -3.6314 6.1050 -3.3012 0.29 -0.03 0.29 -0.1555
O 4.4840 -3.5081 -1.4890 -0.02 -0.15 -0.11 0.0576
O 5.7659 -1.6907 -1.3940 0.10 -0.07 -0.08 0.0594
O -4.7471 -1.4643 3.9322 -0.07 -0.08 -0.22 0.0480
O -2.9118 4.8192 -5.2537 -0.11 0.34 -0.30 -0.1783
O -1.5861 -0.9157 -0.1426 0.08 0.09 0.62 -0.3836
O 0.4707 -1.9596 -0.3399 0.77 0.11 0.08 -0.3813
O -0.4605 -1.4350 -5.6492 -0.15 -0.55 -0.22 0.0600
O 3.1297 -2.9595 5.7929 -0.13 -0.01 -0.09 -0.1714
O -1.1650 5.4267 -3.4270 0.03 0.20 -0.15 -0.2233
O 6.6844 -3.7335 -1.1211 0.16 0.09 0.17 0.1676
O 0.1638 -0.3396 1.3982 -0.06 -0.61 0.18 -0.3378
O 4.7045 -1.0000 6.4309 0.01 0.16 0.22 -0.2192
O 3.5163 4.4822 -0.4278 0.15 0.02 -0.10 0.0602
O 2.3278 5.5309 1.1750 0.14 0.09 0.10 0.1613
O -6.7024 -0.3652 4.0032 -0.39 0.21 0.18 0.1525
O -1.9770 -0.1139 -6.6749 -0.05 -0.45 -0.38 0.1480
O 1.7043 -8.3251 -1.9816 -0.20 -0.24 0.00 0.1612
O -0.1385 -7.0283 -1.8821 -0.11 0.00 -0.26 0.0667
O 3.9932 -1.5014 4.0498 0.07 0.12 -0.18 -0.1593
C 1.6745 0.2443 7.8571 0.44 -0.40 -0.24 -0.0754
C -3.7405 2.7808 -6.2868 0.70 -0.02 0.66 -0.0469
C -2.1032 2.8975 -2.2414 0.09 -0.83 0.07 -0.2453
C 3.2186 3.4777 -1.3995 -0.08 -0.25 -0.35 -0.1135
C -0.4146 -5.7011 -1.4724 -0.19 1.01 0.78 -0.1168
C 3.0026 -1.8983 3.0678 0.64 -0.33 -0.21 -0.2325
C 5.7432 -3.0382 -1.3100 -0.30 -0.14 -0.16 -0.5700
C -0.1874 -1.7710 -4.2767 -0.26 0.89 -0.01 -0.0860
C 1.1708 -7.3035 -1.6985 0.52 0.35 0.20 -0.5779
C 3.0034 -3.8302 8.0779 -0.58 0.44 -0.25 -0.0632
C 2.0481 0.5213 6.4042 -0.82 1.11 0.73 -0.2691
C -2.8315 2.4349 -0.9997 -0.42 0.55 -0.08 -0.0554
C 3.6019 -2.4680 -1.8848 0.51 1.08 0.29 -0.1182
C 2.2431 -3.3541 6.8421 0.22 -0.24 0.33 -0.2525
C -4.9222 5.7082 -2.8562 -1.27 0.22 -0.26 -0.2780
C 0.9532 -5.0783 -1.1852 0.80 -0.72 -0.27 -0.0964
C -1.4910 -1.4025 -3.5519 0.41 -0.13 0.41 -0.1072
C 2.3899 4.7824 0.2563 -0.34 -0.30 0.07 -0.5743
C 1.7035 3.5706 -1.5279 0.01 -0.70 0.24 -0.1127
C -1.6148 -0.7512 -5.7376 0.09 0.79 0.77 -0.5706
C 3.4710 -1.4083 1.7308 0.85 1.52 -0.66 -0.0694
C -2.5041 3.6128 -5.9180 -0.02 -0.59 -0.27 -0.2414
C 4.4916 -1.2001 -1.7956 -0.32 -0.04 -0.17 -0.1068
C -3.7513 -1.6555 2.9243 0.57 0.88 -0.09 -0.1099
C -5.6949 6.9575 -2.4871 0.52 0.60 0.28 -0.0767
C -3.8247 -0.3595 2.1285 -1.08 0.46 -0.55 -0.0890
C -5.6511 -0.5467 3.4861 0.36 -0.32 0.05 -0.5940
H 3.5462 2.4952 -1.0547 0.00 0.09 0.26 0.1224
H -1.9911 -2.2889 -3.1633 -0.27 0.08 -0.17 0.1281
H 0.9331 -0.5519 7.9369 -0.16 0.12 -0.14 0.0672
H -1.0209 -5.6875 -0.5653 -0.07 -0.32 -0.05 0.1314
H -4.0141 2.8985 -7.3308 -0.34 0.22 0.08 0.0734
H 1.5714 -2.5391 7.1111 0.00 0.06 -0.21 0.0916
H 2.8532 1.2569 6.3567 0.38 -0.42 -0.09 0.1223
H 1.1908 1.0425 5.9679 0.05 -0.34 -0.36 0.1194
H -3.1444 0.4318 2.4350 0.11 -0.15 0.24 0.1330
H -3.5401 1.7249 -6.1095 0.05 -0.01 -0.14 0.0531
H 2.3012 -3.8461 8.9147 0.01 -0.27 0.01 0.0750
H -5.2106 7.5020 -1.6707 0.02 -0.24 0.08 0.0789
H 3.2963 -2.5871 -2.9222 -0.22 -0.41 0.08 0.1244
H 2.5463 -0.0855 8.4265 -0.01 0.20 0.07 0.0758
H 3.3980 -4.8257 7.8972 0.31 0.05 0.21 0.0738
H 2.9446 -1.8187 0.8722 -0.29 -0.14 0.26 0.0524
H 1.2496 1.1578 8.2705 0.11 -0.02 0.21 0.0764
H -3.0650 3.2504 -0.3086 0.08 0.18 -0.23 0.0816
H -3.7754 -0.4491 1.0487 0.30 -0.28 0.04 0.1099
H 0.0641 -2.8188 -4.1516 0.17 -0.02 -0.29 0.1201
H -1.9293 3.8801 -6.8034 -0.01 0.21 0.07 0.1185
H -3.7846 2.0318 -1.3478 0.05 -0.40 0.37 0.0834
H 4.5481 -1.5085 1.5529 -0.06 -0.77 0.34 0.0866
H -4.8947 5.0060 -2.0250 0.39 0.03 0.06 0.1138
H 4.1507 -0.4554 -1.0793 -0.05 -0.13 0.12 0.1156
H 0.6273 -1.1027 -4.0024 0.15 -0.32 0.37 0.1285
H -1.3297 -0.7156 -2.7233 0.00 -0.02 -0.01 0.0980
H -0.9606 -5.1449 -2.2311 0.02 -0.25 -0.22 0.1220
H 1.1950 2.6119 -1.6131 0.20 -0.09 -0.13 0.1067
H 3.7445 3.7016 -2.3249 0.00 0.15 0.03 0.1275
H 4.5711 -0.7292 -2.7756 0.20 0.06 0.05 0.1237
H 1.6662 -4.1725 6.4134 -0.17 0.07 0.09 0.1195
H 2.7616 -2.3906 -1.1990 -0.15 -0.26 -0.17 0.0862
H -2.7700 -1.7128 3.3874 -0.06 -0.43 0.10 0.1311
H 3.4024 -0.3138 1.6771 -0.54 -0.09 0.03 0.0891
H -1.8377 3.0410 -5.2704 -0.02 0.03 0.06 0.1049
H 1.3242 -4.4459 -1.9926 -0.14 0.07 0.00 0.1127
H 1.4002 4.2114 -2.3578 -0.20 0.35 0.35 0.1272
H 3.7667 -3.0991 8.3411 0.24 -0.19 -0.11 0.0753
H -4.5038 3.0807 -5.5703 -0.37 -0.03 -0.37 0.0738
H 2.9881 -2.9891 3.0526 -0.36 0.02 0.27 0.1231
H -1.8789 2.0307 -2.8694 0.32 -0.09 0.25 0.1145
H 2.0526 -1.4489 3.3432 -0.20 -0.25 -0.11 0.1099
H -2.2339 1.7304 -0.4260 -0.06 -0.33 -0.27 0.0583
H 1.0859 -4.5613 -0.2415 -0.38 0.09 0.02 0.1213
H -3.9776 -2.5262 2.3145 -0.02 -0.13 0.09 0.1312
H -5.6929 7.6667 -3.3166 -0.22 -0.19 -0.14 0.0779
H -5.4748 5.2187 -3.6659 0.29 -0.14 -0.10 0.1199
H -1.1805 3.4139 -1.9894 -0.09 0.33 -0.26 0.0968
H -6.7141 6.7369 -2.1751 -0.03 -0.12 -0.14 0.0762
```
Positions in Å, forces in eV/Å.

***

Record 2
# C5H8N2S

2 unconnected molecules or ions with the total composition C5H8N2S in a non-equilibrium geometry (the ωB97M-V functional and the def2-TZVPD basis, the OMol25 dataset).

Energy above the lowest of the compared OMol25 structures with the same formula, charge and spin   495.41 kJ/mol
2S+1   1
Orbital gap   9.0 eV
Molecular weight   128.200 g/mol

Geometry as XYZ:
```
16
Properties=species:S:1:pos:R:3:forces:R:3:nbo_charge:R:1
S 0.3663 1.8767 -1.8416 -0.81 -0.73 0.31 -0.0139
N -1.9156 -1.0107 1.5726 0.90 -0.06 1.73 -0.4959
N -0.4498 0.5897 1.3895 7.39 3.16 -0.94 -0.5335
C -1.6165 -0.8509 0.2634 2.36 -0.94 -2.59 -0.0691
C -1.0450 -0.1975 2.2110 -3.06 -2.10 4.49 0.2047
C -0.5390 0.0066 0.0779 -1.30 1.37 1.33 0.0375
C 0.3378 0.2030 -1.1301 -0.23 -1.55 1.14 -0.4066
C 1.7614 -0.3844 -0.9293 1.50 2.49 0.04 -0.6037
H 2.1370 -0.6111 -2.0976 -0.43 0.06 3.69 0.2501
H 0.4650 1.2005 1.8462 -3.48 -2.25 -2.37 0.4260
H -1.7963 -1.5720 -0.6150 -0.73 1.07 1.81 0.2058
H -0.9692 1.6673 -1.8238 0.06 1.04 -0.44 0.1413
H -0.2202 -0.4537 -1.8101 0.40 0.15 -0.40 0.2269
H 2.4404 0.9473 -0.5889 -1.37 -4.32 -0.62 0.1609
H -0.7556 -0.1640 3.4331 -1.49 -0.05 -3.72 0.2044
H 1.7995 -1.2467 0.0425 0.26 2.66 -3.47 0.2651
```
Positions in Å, forces in eV/Å.

***

Number 1: calculated total energy -115194.568 eV. Number 2: calculated total energy -19125.287 eV.